(1)
The following is a quantum chemistry calculation of a molecular structure, C42H57BrN9O8P2Pb, from OMol25.

```
120
Properties=species:S:1:pos:R:3:forces:R:3
C -1.3328 4.9687 -0.5542 -0.028 -0.230 -0.093
C -2.2796 2.2572 -5.5453 -0.081 -0.005 0.199
H 3.3556 3.8561 -3.4890 0.017 0.000 -0.003
O 1.8290 -0.7466 -3.2083 -0.209 0.244 0.194
N -3.4963 -1.1486 -2.2319 0.012 -0.335 0.034
H -2.4538 2.8053 -6.4702 0.030 0.011 -0.017
H -0.8129 4.5343 6.4657 -0.030 0.006 -0.017
C 0.4842 3.6192 0.5279 -0.057 -0.219 -0.148
H 2.6194 2.4209 5.0208 0.023 -0.022 0.027
C 2.8142 -1.7123 -2.7365 0.278 -0.373 0.072
C -4.8171 1.2291 2.4929 0.316 0.052 0.037
H -2.8903 -0.5729 -1.6398 -0.104 0.113 -0.175
N 2.5786 -2.0168 1.9558 0.466 0.124 0.249
C -2.3906 -5.4976 2.5275 -0.299 -0.102 0.021
O -0.5065 2.9433 -1.5704 0.004 -0.325 0.007
H -1.2879 1.8063 -5.5932 -0.012 -0.002 -0.064
C 0.9910 3.5435 5.8559 0.032 -0.056 -0.048
H 3.2271 -2.3527 -4.7418 0.032 -0.050 -0.018
C 6.1219 1.0484 2.0395 -0.093 0.028 0.018
H -0.5936 0.1354 -3.7808 -0.076 0.022 -0.044
C 0.9574 -3.5583 2.4430 0.521 0.099 -0.024
H 4.2537 -1.0232 -4.1825 0.046 -0.019 -0.027
H 1.6117 4.0750 6.5653 0.005 0.015 -0.008
C -3.2844 -2.4598 -2.3921 0.017 0.261 0.193
P 1.1241 0.2114 -2.1475 0.259 -0.406 -0.754
N -2.6073 1.5904 3.2293 0.743 0.657 0.476
H -2.2336 3.3068 4.8499 -0.019 -0.013 0.078
H -4.7857 -2.7075 -3.7838 0.019 0.001 -0.003
C 7.0182 0.1608 1.4746 0.045 0.030 -0.038
C 2.1211 -2.9780 -2.2588 -0.086 0.250 -0.035
H 1.4103 -2.7349 -1.4695 -0.006 -0.092 0.037
H -0.3093 3.7446 -4.2377 0.053 0.077 -0.062
H 1.5863 -3.4578 -3.0798 0.022 -0.013 -0.023
N -0.9968 -2.5795 0.1966 -0.391 -0.327 -0.576
C -1.2818 4.2298 -4.3258 -0.147 -0.070 0.182
C 3.7723 -1.9552 -3.8855 -0.156 0.199 0.104
C -3.4834 0.8180 2.4601 -0.654 -0.668 -0.559
H -2.2828 4.9272 -1.0892 0.007 0.033 0.009
H -3.6517 -1.8937 0.6780 -0.020 -0.048 0.016
C -0.6074 2.1459 4.0641 0.488 0.695 0.699
H 8.0786 0.3731 1.5046 0.006 0.005 0.035
C -1.0105 -5.0246 2.4759 0.177 0.175 0.020
H -1.7521 -7.5367 2.3076 0.020 0.011 0.000
H -6.0753 -1.3156 0.6698 0.031 -0.014 -0.035
C -5.7657 0.4710 1.8313 0.001 -0.068 -0.026
H -6.8065 0.7644 1.8505 -0.008 -0.012 -0.012
H -1.4044 4.9030 -3.4789 0.040 0.031 -0.027
H -5.9834 -6.9905 2.4903 -0.008 0.009 -0.021
H -5.0760 2.1223 3.0425 -0.001 -0.003 0.023
C 6.5523 -0.9878 0.8568 0.035 -0.146 -0.054
H -1.2970 4.8136 -5.2449 0.001 -0.004 -0.023
H 0.8690 2.6241 0.7495 0.082 -0.104 -0.028
H 6.4827 1.9565 2.5122 0.013 -0.013 0.022
C 4.5309 1.6876 -2.0374 -0.196 -0.149 0.039
H 2.8656 -3.6727 -1.8687 0.004 -0.028 -0.016
N -1.3777 1.3706 3.1822 -1.118 -0.374 -0.170
H 1.7307 3.5384 -2.8397 -0.019 0.050 -0.053
O 1.8830 0.1981 1.6116 -0.494 -0.058 0.142
C 4.7481 0.8011 2.0208 0.215 -0.153 -0.098
C 3.1346 1.9135 -2.5909 0.426 0.279 -0.216
H 0.3143 1.6653 -3.9375 0.010 0.020 -0.017
H -4.2051 -0.6735 -2.7625 0.013 0.037 0.010
H 4.5565 2.0028 -0.9932 0.038 0.029 0.004
C -0.4256 -3.8604 2.7650 -0.253 0.073 0.187
C -0.3771 3.7994 5.8024 0.062 0.020 0.037
N -2.3902 -3.1578 -1.7330 -0.013 -0.615 -0.386
H -3.3592 3.7140 -4.4075 0.029 -0.033 0.040
C -4.9845 -6.5751 2.4888 0.062 -0.005 0.045
C -1.1734 3.1127 4.9131 -0.060 -0.169 -0.239
N -3.0931 -0.2806 1.8023 -0.141 0.467 0.371
C -0.7928 3.5738 -0.2844 -0.136 0.407 0.297
C -4.0119 -1.0038 1.1806 -0.063 -0.027 -0.035
O 0.5272 -0.4834 -0.9999 -0.119 0.155 0.027
H 4.5403 -2.6666 -3.5851 0.007 -0.024 -0.020
N 1.3360 -2.3527 2.2332 -0.408 -0.296 -0.077
N -4.0275 -3.1372 -3.2876 -0.036 0.059 -0.054
C -1.6597 -2.7691 -0.7431 0.026 0.146 0.445
H 1.2284 1.2058 3.4131 0.050 -0.051 -0.006
C 4.2647 -0.3494 1.3875 -0.239 0.138 0.071
H 4.4060 2.4200 2.9626 0.108 -0.008 -0.018
H 0.2861 4.1269 1.4714 0.007 0.027 0.044
H 4.8177 -2.0871 0.2735 -0.015 -0.021 0.005
H 3.2344 -2.7610 1.7402 -0.101 -0.081 0.014
H -1.5495 2.9724 0.2273 0.051 -0.054 -0.063
H -4.0189 -8.4785 2.2919 0.032 -0.007 0.004
C 5.1875 -1.2150 0.8055 0.040 0.181 0.030
H 1.2480 4.1742 -0.0175 0.035 0.031 0.026
Br -1.3109 -2.3836 3.6229 -0.167 -0.597 0.332
O 2.2070 1.2559 -1.6934 -0.316 0.051 0.019
H -5.6484 -4.5476 2.6687 0.018 0.020 -0.005
C -3.8805 -7.4095 2.3849 -0.097 -0.019 -0.004
C -0.1379 0.9636 -3.2391 0.019 0.053 1.050
H -3.0235 1.4641 -5.4706 -0.005 -0.008 -0.038
C 0.7692 1.9089 4.1027 -0.362 -0.098 -0.320
H 5.2607 2.2645 -2.6044 0.007 -0.004 -0.023
Pb -0.3825 -0.5394 1.4526 1.432 0.765 -0.792
H 3.3526 -1.2696 -1.8905 -0.020 0.086 -0.067
H -0.3190 -5.7592 2.0692 0.048 0.048 -0.036
O -2.4900 2.4436 -3.1295 0.193 -0.189 0.088
C 2.7839 -0.7013 1.2279 0.015 -0.152 -0.296
H -3.3999 -3.5987 2.6660 0.004 0.003 0.018
H 3.0504 1.4589 -3.5835 -0.063 -0.047 0.056
C 1.5558 2.6125 4.9994 0.105 0.056 0.069
H -3.9265 -4.1358 -3.3166 0.015 -0.007 0.001
C -5.3605 -0.6778 1.1709 -0.072 0.082 0.017
H 7.2405 -1.6989 0.4199 0.016 0.036 -0.040
C -2.6055 -6.8750 2.3960 0.104 0.026 0.057
H 1.6422 -4.4005 2.3319 -0.009 -0.009 0.032
C 2.7982 3.3935 -2.6752 -0.131 -0.201 0.122
C -2.3980 3.1997 -4.3572 0.214 0.148 -0.335
C -3.5145 -4.6694 2.6102 0.041 0.020 -0.036
H 2.6751 -0.9675 0.1500 -0.012 0.044 0.099
H 4.8064 0.6333 -2.0745 0.035 0.002 -0.005
C -4.7915 -5.2058 2.5949 -0.076 -0.010 0.005
H -0.6119 5.5304 -1.1504 -0.002 0.042 0.023
H -1.4836 5.4898 0.3905 -0.036 0.019 -0.006
H 3.0666 3.8892 -1.7425 -0.017 0.034 0.030
O 3.8955 1.6855 2.6072 -0.205 0.025 0.064
O -2.1287 0.9482 -1.2333 0.398 -0.046 0.378
P -1.3871 1.7905 -2.1906 -0.234 0.451 -0.620
```
Positions in Å, forces in eV/Å.

Output
Charge ... +1
Relative energy (zero: lowest compared OMol25 entry of this formula, charge and spin) ... 2.060 eV


(2)
The following is a quantum chemistry calculation of a molecular structure, C42H58CoN4O2STe2, from OMol25.

```
110
Properties=species:S:1:pos:R:3:forces:R:3
H -0.5289 -2.2981 2.0715 -0.039 0.081 -0.056
C 5.5529 -3.8512 -2.9040 -0.005 -0.015 0.010
C -7.7623 4.1463 0.1009 -0.008 0.004 -0.003
C 3.9308 -0.4444 -2.6721 0.030 -0.006 -0.049
H 4.3216 -0.1930 -3.6565 0.001 -0.003 -0.007
H -0.9426 1.6631 -4.2868 0.003 -0.001 -0.007
H 3.2372 2.4188 -1.2652 -0.004 0.003 -0.011
H -9.8968 4.4697 2.7028 0.000 0.000 0.000
C 1.5400 -2.6992 2.6172 -0.016 -0.035 0.089
C 5.2099 -2.5236 -3.0972 -0.006 0.005 0.013
H 5.7460 -1.9422 -3.8389 0.000 -0.001 0.000
C -3.8411 -0.3841 -1.3968 -0.025 -0.010 -0.004
H -3.1110 -0.4654 -3.9510 0.004 -0.001 0.002
H -1.0397 -0.1860 1.2860 0.003 -0.057 0.016
C 1.8320 -2.7833 3.9768 -0.026 -0.038 -0.055
H -5.6573 2.4384 -0.7910 0.008 -0.002 0.000
C -0.9402 4.5048 -0.3988 -0.007 0.018 0.010
H 6.2622 -5.3018 -4.3184 0.001 -0.001 0.000
C 0.5445 1.7312 3.5375 0.000 0.004 0.000
H 0.9338 3.8040 3.1776 -0.003 0.000 0.002
H -9.7378 4.9502 0.2763 0.000 0.000 0.000
N -0.5508 1.7772 0.9617 0.043 0.011 -0.022
H 2.8683 -0.2040 -2.6500 0.013 -0.006 -0.017
C -0.5700 0.6777 1.7344 0.011 -0.038 -0.001
H -0.3902 4.9336 1.6094 0.014 0.003 -0.002
C -1.2377 0.6181 -4.1997 -0.002 0.002 -0.004
H -0.4703 -1.8957 -4.1696 0.002 0.005 0.000
C 4.8328 -4.5825 -1.9660 0.010 0.000 -0.018
H 3.3741 -5.9190 -0.3494 -0.003 -0.001 -0.006
Co -0.5223 0.7415 -1.1385 -0.200 -0.090 -0.022
H -1.2102 -3.0833 -2.0811 0.001 0.005 0.005
H 0.6425 -1.7634 -2.8220 -0.003 -0.001 0.011
C 4.0921 -2.1668 3.5628 -0.035 -0.004 0.087
H -1.2089 5.5635 -0.3714 -0.008 -0.005 0.003
C -1.4222 -2.0221 -2.2488 -0.011 -0.020 -0.014
H -0.7139 4.9145 -2.5044 -0.005 0.000 0.004
C -5.6273 2.6220 2.8432 -0.013 -0.010 -0.017
H 4.2914 -3.1264 6.1375 0.000 0.000 -0.001
C 3.8105 -4.0130 -1.2231 -0.016 0.020 0.013
H 7.1533 -3.7784 -4.3413 0.000 0.000 0.000
C 3.8625 -2.0664 2.1975 0.072 0.020 -0.121
H -7.6903 4.3563 -0.9599 -0.001 0.000 0.001
H 1.0549 -3.1141 4.6575 0.007 0.007 -0.001
O -0.4591 2.8947 -2.1933 0.121 0.112 -0.024
H 1.9954 -4.8339 -0.3593 -0.009 0.003 -0.005
C -6.6888 3.5416 0.7533 0.002 -0.003 0.007
H -2.8832 -0.6831 0.4858 0.001 0.001 -0.001
C 2.4818 2.1911 -0.5102 -0.012 -0.013 0.044
C 4.1966 -1.8949 -2.3751 0.005 0.011 -0.021
H -0.9910 -1.7643 -0.2742 -0.008 -0.050 0.000
C -9.0012 4.2105 2.1540 0.002 -0.002 0.004
C 0.5226 2.8824 2.7857 -0.001 0.001 0.001
H -0.0871 -0.3334 3.5570 -0.004 -0.035 -0.011
H 7.4020 -4.9352 -3.0310 -0.001 0.001 0.001
C 0.1555 -3.1402 2.1948 0.009 0.040 0.014
C -5.4449 3.1764 -0.0188 -0.003 0.001 -0.001
H -5.0006 4.0480 -0.4970 -0.001 0.005 0.005
H 0.9880 1.7205 4.5244 0.000 0.002 -0.001
H -3.2725 1.1711 -4.5328 -0.002 0.003 0.006
O 3.6219 0.2769 0.3045 -0.311 0.372 -0.055
S -3.1283 1.1064 -2.1489 0.062 -0.011 0.038
H 4.8503 -1.1149 0.5277 0.145 -0.255 0.141
C -0.0713 4.2411 0.8271 0.008 0.006 0.003
N 1.5291 -0.0432 -0.5636 0.028 0.179 -0.023
H -2.3862 -1.9912 -2.7526 0.000 0.001 0.000
H 3.5508 -1.5462 6.3410 -0.001 0.000 0.001
C 3.0809 -4.8784 -0.2270 0.001 -0.014 0.011
C 3.3870 -2.5496 5.9436 -0.006 -0.004 0.004
H 5.0695 -5.6292 -1.8102 0.003 0.002 0.000
Te 1.8857 -1.9678 -0.2497 0.006 -0.020 0.081
H -8.0065 3.4028 3.8685 0.001 0.000 0.000
C -6.7774 3.2732 2.1154 0.009 0.002 -0.005
H 4.4241 0.1906 -1.9346 0.006 -0.027 -0.043
Te -4.0627 2.3679 1.4050 0.023 0.005 0.006
H 3.2997 -4.5896 0.8032 0.012 -0.003 -0.016
C -0.3422 -1.4518 -3.1732 0.006 -0.007 -0.017
H -1.1230 0.1605 -5.1920 0.002 -0.003 0.005
H 0.9617 4.5287 0.6028 0.004 -0.018 -0.010
C -0.2928 4.2454 -1.7493 -0.038 0.009 -0.014
C 3.5162 -2.6523 -1.4199 0.023 -0.005 0.039
C -2.9165 -1.1832 -0.4830 -0.010 0.000 0.015
C -0.0453 2.8882 1.5062 -0.026 0.006 0.020
C -7.9395 3.6115 2.8073 -0.008 0.004 0.003
H 0.7814 4.4293 -1.7132 0.001 0.002 -0.006
H -5.2644 3.2499 3.6543 0.001 -0.002 0.003
C -0.0448 0.5934 3.0030 0.010 -0.017 0.000
H 2.5658 -3.0020 6.4972 0.000 0.001 0.001
H 5.0994 -1.9979 3.9267 0.002 -0.001 -0.006
C 2.5480 -2.2696 1.7424 -0.014 0.033 -0.029
H 0.6002 0.3340 -3.4049 -0.002 -0.002 -0.016
H 1.4997 2.4625 -0.8828 0.006 0.001 -0.008
H -1.4128 2.7459 -2.2195 0.010 -0.070 0.026
H -4.6947 -0.0518 -0.8062 0.007 0.008 -0.001
C -8.9121 4.4798 0.7934 0.004 -0.002 -0.006
H 2.7301 2.7631 0.3831 0.004 0.002 0.005
N -1.5415 -1.2881 -0.9788 0.057 0.045 0.020
H 0.1564 -3.7151 1.2688 0.021 -0.003 -0.013
C 6.6548 -4.4977 -3.6941 -0.001 0.001 -0.006
N -0.3406 0.0088 -3.2204 0.017 0.013 0.036
H 5.9005 -1.5170 1.8877 0.015 -0.014 0.024
C 3.0912 -2.4897 4.4724 0.071 0.013 -0.021
H -3.3788 -2.1683 -0.3304 0.005 0.003 -0.002
H -0.2677 -3.7830 2.9654 -0.015 0.041 0.009
C 5.0481 -1.8511 1.2988 0.150 -0.155 -0.016
C 2.5869 0.7192 -0.1962 -0.168 0.018 -0.036
H -4.2403 -0.9848 -2.2135 0.004 0.002 -0.002
H -5.9115 1.6545 3.2527 0.001 0.000 -0.002
C -2.7182 0.5430 -3.8359 -0.024 0.000 -0.015
H 5.3287 -2.7919 0.8177 0.006 -0.043 0.042
H -1.8839 3.9542 -0.3280 0.009 -0.012 -0.010
```
Positions in Å, forces in eV/Å.

Output
Charge ... +1
Relative energy (zero: lowest compared OMol25 entry of this formula, charge and spin) ... 0.073 eV
⟨S²⟩ ... 2.01
Multiplicity ... 3


| no. | maximum force (hartree/bohr) |
| --- | --- |
| 1 | 0.03514 |
| 2 | 0.00948 |